Record 1
C22H23N7RhS2 as an isolated structure. Source: the OMol25 dataset; level of theory: ωB97M-V with the def2-TZVPD basis set.

```
55
C22H23N7RhS2 ωB97M-V with the def2-TZVPD basis set
Rh 0.034 -0.418 0.592
C 1.721 0.932 -1.944
N 0.396 1.153 -1.357
C 0.310 2.470 -0.716
C -0.939 2.560 0.153
N -0.895 1.641 1.309
C -2.268 1.370 1.749
C -0.062 2.162 2.370
C -0.574 3.036 3.324
C 0.219 3.542 4.341
C 1.558 3.190 4.413
C 2.090 2.335 3.472
C 1.293 1.801 2.456
S 2.064 0.688 1.355
C -0.586 0.983 -2.401
C -0.655 1.849 -3.482
C -1.516 1.606 -4.537
C -2.321 0.477 -4.532
C -2.283 -0.384 -3.456
C -1.432 -0.133 -2.378
S -1.489 -1.202 -1.009
H 1.967 1.703 -2.682
H 1.738 -0.036 -2.440
H 2.477 0.939 -1.159
H 0.283 3.277 -1.458
H 1.204 2.619 -0.107
H -1.810 2.293 -0.453
H -1.065 3.597 0.495
H -2.866 2.285 1.784
H -2.269 0.906 2.734
H -2.740 0.685 1.040
H -1.609 3.334 3.280
H -0.204 4.219 5.065
H 2.188 3.586 5.196
H 3.130 2.051 3.510
H -0.019 2.720 -3.523
H -1.540 2.291 -5.369
H -2.975 0.267 -5.364
H -2.905 -1.263 -3.425
N 0.598 -1.831 4.766
C -0.041 -0.925 4.010
N 0.045 -1.282 2.748
C 0.776 -2.439 2.775
N 1.106 -2.789 3.999
C 1.117 -3.156 1.565
C 1.414 -4.523 1.562
N 1.728 -5.153 0.453
C 1.732 -4.458 -0.674
C 1.421 -3.105 -0.697
N 1.131 -2.451 0.422
H 0.735 -1.862 5.765
H -0.532 -0.051 4.385
H 1.408 -5.089 2.482
H 2.014 -4.990 -1.571
H 1.429 -2.536 -1.616
```

Output
Relative energy (zero: lowest compared OMol25 entry of this formula, charge and spin) (kcal/mol): 56.22
Charge: +1
E_tot (eV): -58291.0409
E_HOMO (alpha / beta) (Ha): -0.37777 / -0.37726

Results of the natural (NBO) charge analysis, in e, for atoms 1 through 8:
1. Rh 0.89
2. C -0.42
3. N -0.42
4. C -0.24
5. C -0.24
6. N -0.43
7. C -0.42
8. C 0.15

***

Record 2
One molecule with the formula C22H23NO6. Source: the OMol25 dataset; level of theory: ωB97M-V with the def2-TZVPD basis set.

```
52
C22H23NO6 ωB97M-V with the def2-TZVPD basis set
C -6.146 3.698 -2.661
C -4.647 3.478 -2.790
H -4.138 4.433 -2.975
H -4.433 2.795 -3.623
O -4.191 2.914 -1.573
C -2.881 2.618 -1.430
C -1.901 2.815 -2.401
C -0.593 2.459 -2.141
C -0.229 1.881 -0.927
C -1.209 1.713 0.054
C -2.510 2.080 -0.192
H -3.272 1.959 0.560
H -0.944 1.326 1.025
C 1.160 1.460 -0.741
C 1.539 0.303 -0.108
C 2.903 -0.143 -0.150
O 3.863 0.485 -0.592
C 2.924 -1.551 0.416
O 3.878 -2.284 0.562
N 1.643 -1.844 0.737
C 1.224 -3.074 1.355
H 0.219 -3.308 0.995
H 1.915 -3.863 1.048
C 1.216 -2.992 2.899
H 0.589 -3.814 3.272
C 2.627 -3.051 3.510
H 2.855 -4.044 3.892
H 3.371 -2.788 2.761
C 2.576 -1.992 4.610
H 3.546 -1.547 4.817
C 1.591 -0.994 4.011
H 1.070 -0.386 4.752
O 0.619 -1.778 3.343
H 2.103 -0.330 3.299
H 2.168 -2.412 5.531
C 0.679 -0.786 0.474
C -0.390 -1.218 -0.483
C -0.329 -1.562 -1.803
C -1.660 -1.838 -2.198
C -2.426 -1.640 -1.092
O -1.666 -1.270 -0.050
H -3.480 -1.727 -0.924
H -1.992 -2.140 -3.170
H 0.551 -1.613 -2.410
H 0.195 -0.513 1.420
O 2.072 2.238 -1.306
H 2.969 1.817 -1.186
H 0.163 2.611 -2.896
H -2.147 3.242 -3.360
H -6.536 4.131 -3.578
H -6.646 2.751 -2.473
H -6.353 4.370 -1.833
```

Output
Relative energy (zero: lowest compared OMol25 entry of this formula, charge and spin) (kcal/mol): 63.04
E_tot (eV): -36961.8510
E_HOMO (Ha): -0.31601

Results of the natural (NBO) charge analysis, in e, for atoms 1 through 8:
1. C -0.62
2. C -0.06
3. H 0.17
4. H 0.17
5. O -0.49
6. C 0.32
7. C -0.27
8. C -0.14

***

Record 3
C22H24AsCaClF4IN3O2 as an isolated structure. Source: the OMol25 dataset; level of theory: ωB97M-V with the def2-TZVPD basis set.

```
59
C22H24AsCaClF4IN3O2 ωB97M-V with the def2-TZVPD basis set
Ca 0.271 0.225 -0.301
C 0.394 -2.519 -2.478
N 0.829 -2.145 -1.135
C 2.287 -2.092 -1.094
C 0.308 -3.095 -0.137
C 0.354 -2.541 1.283
N -0.325 -1.264 1.251
C -0.606 -0.571 2.358
C -1.318 0.651 2.208
F -1.665 1.011 0.923
C -1.656 1.484 3.242
F -2.321 2.622 2.959
C -1.324 1.182 4.550
C -0.628 0.000 4.738
F -0.262 -0.347 5.985
C -0.276 -0.843 3.707
F 0.436 -1.954 4.009
H 0.746 -3.524 -2.753
H 0.777 -1.794 -3.194
H -0.696 -2.511 -2.524
H 2.736 -3.080 -1.275
H 2.615 -1.745 -0.112
H 2.640 -1.395 -1.856
H 0.846 -4.053 -0.204
H -0.738 -3.279 -0.389
H 1.396 -2.458 1.625
H -0.126 -3.269 1.946
H -1.592 1.825 5.373
Cl 2.155 6.082 -4.055
C 1.752 4.471 -3.523
C 2.156 3.398 -4.259
C 1.847 2.090 -3.848
I 2.574 0.480 -4.948
C 1.130 1.810 -2.690
O 0.860 0.621 -2.279
C 0.709 2.970 -1.920
N 0.021 2.715 -0.768
C -0.380 3.718 -0.028
C -0.127 5.063 -0.359
C 0.566 5.342 -1.499
C 1.014 4.287 -2.327
H 2.723 3.557 -5.166
H -0.935 3.466 0.869
H -0.485 5.851 0.288
H 0.777 6.363 -1.786
C 4.792 -0.028 1.220
As 3.541 1.350 0.786
C 4.031 2.048 -0.925
C 3.770 2.737 2.079
O 1.981 0.785 0.835
H 5.799 0.385 1.245
H 4.735 -0.815 0.470
H 4.530 -0.434 2.196
H 5.090 2.304 -0.917
H 3.433 2.933 -1.139
H 3.830 1.294 -1.687
H 4.791 3.115 2.058
H 3.539 2.329 3.061
H 3.070 3.538 1.847
```

Output
Relative energy (zero: lowest compared OMol25 entry of this formula, charge and spin) (kcal/mol): 1.59
E_tot (eV): -142542.0283
E_HOMO (Ha): -0.25234

Results of the natural (NBO) charge analysis, in e, for atoms 1 through 8:
1. Ca 1.80
2. C -0.42
3. N -0.49
4. C -0.44
5. C -0.22
6. C -0.23
7. N -0.80
8. C 0.11